Entry 1:
Density functional theory data (ωB97M-V with the def2-TZVPD basis set) for the molecule C6H8Cl4O at a distorted geometry.

The geometry in ORCA input format:
```
! wB97M-V def2-TZVPD RIJCOSX def2/J DEFGRID3
* xyz 0 1
C 0.053 0.949 -1.053
C 1.081 1.797 -0.783
C 1.459 -1.715 0.325
C -1.314 -1.276 -0.594
C -1.411 0.731 0.887
C -0.446 -0.084 -0.092
O 0.596 -0.553 0.871
Cl 1.690 2.010 0.836
Cl 1.994 2.637 -1.911
Cl 1.866 -2.642 1.879
Cl 2.915 -0.896 -0.251
H -0.250 0.840 -2.103
H -1.291 -2.155 0.127
H -0.956 -1.600 -1.539
H -2.303 -0.889 -0.802
H -0.906 1.438 1.595
H -1.987 1.241 0.209
H -2.074 0.057 1.311
H 1.285 0.108 1.089
*
```

Computed properties:
- strongest force on any atom (Eh/bohr) = 0.076
- E_tot (eV) = -58484.2244
- E_LUMO (Eh) = 0.0036
- energy above the lowest of the compared OMol25 structures with the same formula, charge and spin (kcal/mol) = 61.6
- highest occupied orbital energy (eV) = -7.6968

***

Entry 2:
Density functional theory data (ωB97M-V with the def2-TZVPD basis set) for a structure of composition C14H36AlN2O5 at a distorted geometry.

The geometry in ORCA input format:
```
! wB97M-V def2-TZVPD RIJCOSX def2/J DEFGRID3
* xyz 3 1
Al -0.217 0.152 0.033
C 2.137 0.935 3.134
C 2.162 0.186 1.833
O 1.433 0.900 0.869
H 2.384 0.345 4.017
H 1.142 1.314 3.365
H 2.851 1.758 3.163
H 1.754 -0.815 1.971
H 3.163 0.015 1.436
H 1.998 1.663 0.727
C 0.865 -3.163 1.908
O 1.053 -2.121 0.901
C 2.419 -2.067 0.371
C 2.508 -1.443 -0.997
N 2.060 -0.042 -1.025
C 2.074 0.449 -2.385
C 1.656 1.955 -2.421
O 0.564 2.153 -1.498
C 0.372 3.574 -1.324
H 1.451 -3.066 2.822
H 1.112 -4.131 1.472
H -0.199 -3.091 2.132
H 2.863 -3.062 0.401
H 3.066 -1.546 1.077
H 1.869 -2.056 -1.633
H 3.547 -1.464 -1.325
H 2.811 0.444 -0.557
H 1.331 -0.109 -2.955
H 2.993 0.336 -2.960
H 1.297 2.174 -3.426
H 2.512 2.583 -2.177
H 0.652 4.189 -2.179
H 0.936 3.992 -0.491
H -0.661 3.791 -1.052
C -1.300 1.865 -2.970
O -1.550 1.301 -1.747
C -2.885 1.683 -1.334
C -3.350 0.710 -0.247
N -2.389 0.656 0.880
C -2.859 -0.295 1.914
C -2.857 -1.758 1.427
O -1.549 -2.055 0.943
C -1.574 -3.454 0.699
H -1.502 2.931 -3.075
H -1.801 1.319 -3.769
H -0.260 1.719 -3.262
H -3.575 1.625 -2.176
H -2.850 2.715 -0.984
H -3.453 -0.276 -0.699
H -4.330 1.029 0.107
H -2.390 1.599 1.242
H -3.877 -0.052 2.219
H -2.196 -0.173 2.770
H -3.594 -1.884 0.633
H -3.161 -2.424 2.234
H -0.575 -3.788 0.419
H -2.319 -3.697 -0.059
H -1.760 -4.028 1.607
*
```

Computed properties:
- strongest force on any atom (Eh/bohr) = 0.080
- E_tot (eV) = -34883.7772
- E_LUMO (Eh) = -0.4656
- energy above the lowest of the compared OMol25 structures with the same formula, charge and spin (kcal/mol) = 0.0
- highest occupied orbital energy (eV) = -19.9041

***

Entry 3:
Density functional theory data (ωB97M-V with the def2-TZVPD basis set) for a structure of composition C15H34AlN2O7S3 at a distorted geometry.

The geometry in ORCA input format:
```
! wB97M-V def2-TZVPD RIJCOSX def2/J DEFGRID3
* xyz -1 1
Al -4.662 -4.841 -4.567
C -2.589 -4.935 -4.750
C -2.008 -3.600 -4.061
C -1.716 -3.721 -2.487
C -0.114 -3.587 -2.196
C 0.244 -2.582 -0.990
C 1.240 -1.390 -1.397
C 0.521 -0.098 -2.019
S -0.894 0.569 -1.019
C -2.395 0.136 -1.985
N -3.653 -0.423 -1.611
N -4.291 -0.522 -2.827
C -3.499 -0.053 -3.915
O -2.256 0.380 -3.382
H -5.257 -6.037 -3.690
H -5.013 -3.453 -3.815
H -5.377 -4.710 -6.013
H -2.341 -4.846 -5.879
H -2.149 -5.911 -4.354
H -2.817 -2.789 -4.185
H -1.104 -3.259 -4.671
H -2.135 -4.684 -2.028
H -2.207 -2.853 -1.928
H 0.207 -4.646 -1.862
H 0.440 -3.369 -3.171
H -0.721 -2.237 -0.484
H 0.805 -3.207 -0.194
H 1.811 -1.065 -0.453
H 1.946 -1.804 -2.209
H 1.312 0.743 -2.086
H 0.239 -0.315 -3.116
H -3.716 -0.017 -5.026
O 3.814 1.655 2.314
S 3.367 2.268 1.091
O 3.216 1.516 -0.128
O 4.282 3.568 0.790
C 5.698 3.403 0.727
C 6.130 2.757 -0.576
C 1.852 3.129 1.406
H 6.059 2.834 1.589
H 6.137 4.402 0.794
H 5.777 1.725 -0.640
H 7.219 2.746 -0.660
H 5.712 3.295 -1.431
H 1.969 3.734 2.305
H 1.068 2.386 1.553
H 1.615 3.752 0.544
O -0.481 3.575 7.248
S 0.090 2.770 6.198
O 0.777 3.357 5.079
O -1.039 1.754 5.643
C -2.277 2.296 5.180
C -2.132 2.933 3.810
C 1.147 1.551 6.925
H -2.682 3.006 5.906
H -2.981 1.464 5.114
H -1.498 3.821 3.854
H -3.107 3.235 3.420
H -1.667 2.238 3.108
H 0.621 1.072 7.750
H 2.038 2.059 7.293
H 1.423 0.823 6.162
*
```

Computed properties:
- strongest force on any atom (Eh/bohr) = 0.129
- E_tot (eV) = -72517.1417
- E_LUMO (Eh) = 0.0632
- highest occupied orbital energy (eV) = -4.2753

***

Entry 4:
Density functional theory data (ωB97M-V with the def2-TZVPD basis set) for the ion C6H12N3 with charge +1 at a distorted geometry.

The geometry in ORCA input format:
```
! wB97M-V def2-TZVPD RIJCOSX def2/J DEFGRID3
* xyz 1 1
C 1.692 0.819 -0.728
C 0.937 0.575 0.560
C 1.841 -0.192 1.601
C -0.144 -0.326 0.219
N -0.041 -1.655 0.424
N -1.213 -2.143 -0.039
C -1.981 -1.186 -0.545
N -1.303 -0.010 -0.354
C -1.812 1.258 -0.802
H 0.912 1.326 -1.265
H 1.749 -0.182 -1.169
H 2.711 1.265 -0.530
H 0.709 1.491 1.085
H 2.707 -0.729 0.997
H 1.258 -0.863 2.131
H 2.361 0.434 2.227
H -1.406 -3.188 -0.011
H -2.903 -1.441 -1.015
H -2.290 1.852 0.053
H -1.086 1.797 -1.412
H -2.698 1.098 -1.427
*
```

Computed properties:
- strongest force on any atom (Eh/bohr) = 0.090
- E_tot (eV) = -10879.2840
- E_LUMO (Eh) = -0.1315
- SMILES = CC(C)c1n[nH]c[n+]1C
- energy above the lowest of the compared OMol25 structures with the same formula, charge and spin (kcal/mol) = 46.9
- highest occupied orbital energy (eV) = -14.8213

***

Entry 5:
Density functional theory data (ωB97M-V with the def2-TZVPD basis set) for a structure of composition C2Br3ClF2 at a distorted geometry.

The geometry in ORCA input format:
```
! wB97M-V def2-TZVPD RIJCOSX def2/J DEFGRID3
* xyz 0 1
C 0.431 0.812 -0.087
C -0.572 -0.683 -0.073
F -1.921 -0.684 -0.588
F 0.959 0.857 -1.315
Cl -0.742 -1.112 1.555
Br -0.650 2.379 0.368
Br 0.489 -2.125 -0.903
Br 2.007 0.556 1.043
*
```

Computed properties:
- strongest force on any atom (Eh/bohr) = 0.064
- E_tot (eV) = -230157.0914
- E_LUMO (Eh) = -0.0140
- energy above the lowest of the compared OMol25 structures with the same formula, charge and spin (kcal/mol) = 22.8
- highest occupied orbital energy (eV) = -10.8366

***

Entry 6:
Density functional theory data (ωB97M-V with the def2-TZVPD basis set) for a structure of composition C2H10P2Si2 at a distorted geometry.

The geometry in ORCA input format:
```
! wB97M-V def2-TZVPD RIJCOSX def2/J DEFGRID3
* xyz 0 1
C -1.151 -1.427 -1.962
C -0.039 2.474 0.076
Si -0.650 -2.734 -0.039
Si 1.343 2.199 1.503
P -0.177 0.097 -1.842
P -0.993 0.892 -0.113
H -0.605 -2.004 -2.815
H -2.240 -1.303 -2.272
H -0.646 3.396 0.353
H 0.424 2.634 -0.896
H -0.322 -3.688 -1.085
H 0.536 -2.367 0.714
H -1.730 -2.737 1.034
H 1.934 3.481 1.630
H 2.203 1.540 0.521
H 0.968 1.859 2.873
*
```

Computed properties:
- strongest force on any atom (Eh/bohr) = 0.065
- E_tot (eV) = -36564.6945
- E_LUMO (Eh) = -0.0222
- energy above the lowest of the compared OMol25 structures with the same formula, charge and spin (kcal/mol) = 28.7
- highest occupied orbital energy (eV) = -7.8826

***

Entry 7:
Density functional theory data (ωB97M-V with the def2-TZVPD basis set) for the ion C7H9N2O with charge +1 at a distorted geometry.

The geometry in ORCA input format:
```
! wB97M-V def2-TZVPD RIJCOSX def2/J DEFGRID3
* xyz 1 1
C -1.486 0.028 1.936
C -0.042 0.635 1.488
N -0.070 1.696 0.468
C 0.283 0.374 0.077
C 1.841 -0.169 -0.632
C 1.712 -1.024 -1.661
C 0.458 -1.763 -1.820
N -0.669 -1.359 -1.389
C -0.853 -0.088 -0.964
O -1.784 0.655 -1.232
H -2.169 0.328 1.202
H -1.675 0.207 2.929
H -1.505 -0.991 1.838
H 0.795 0.685 2.065
H -1.034 1.787 -0.087
H 0.556 2.469 0.368
H 2.613 0.442 -0.174
H 2.491 -1.114 -2.314
H 0.537 -2.798 -2.097
*
```

Computed properties:
- strongest force on any atom (Eh/bohr) = 0.103
- E_tot (eV) = -12421.8880
- E_LUMO (Eh) = -0.1798
- SMILES = C[C@@H]1[NH2+][C@@]12C=CC=NC2=O
- energy above the lowest of the compared OMol25 structures with the same formula, charge and spin (kcal/mol) = 99.6
- highest occupied orbital energy (eV) = -14.3915

***

Entry 8:
Density functional theory data (ωB97M-V with the def2-TZVPD basis set) for the molecule C5H8O2.

The geometry in ORCA input format:
```
! wB97M-V def2-TZVPD RIJCOSX def2/J DEFGRID3
* xyz 0 1
C -0.161 -0.491 2.164
C 0.695 0.325 1.241
C 0.494 0.563 -0.056
O 1.353 1.380 -0.741
C -0.699 0.093 -0.853
C -0.380 -0.471 -2.216
O 0.673 -0.319 -2.798
H -0.713 0.139 2.873
H 0.464 -1.169 2.756
H -0.893 -1.109 1.634
H 1.578 0.793 1.673
H 1.462 0.996 -1.628
H -1.298 -0.641 -0.307
H -1.372 0.946 -1.040
H -1.202 -1.034 -2.701
*
```

Computed properties:
- strongest force on any atom (Eh/bohr) = 0.010
- E_tot (eV) = -9408.7681
- E_LUMO (Eh) = 0.0290
- SMILES = C/C=C(/O)CC=O
- energy above the lowest of the compared OMol25 structures with the same formula, charge and spin (kcal/mol) = 24.5
- highest occupied orbital energy (eV) = -8.6359

***

Entry 9:
Density functional theory data (ωB97M-V with the def2-TZVPD basis set) for a cluster of 13 separate species, C46H73Br3O30 in total at a distorted geometry.

The geometry in ORCA input format:
```
! wB97M-V def2-TZVPD RIJCOSX def2/J DEFGRID3
* xyz 0 1
C 0.263 0.107 5.890
C 0.412 1.374 5.075
C 0.247 2.687 5.821
O 1.302 3.445 5.206
C 2.087 2.661 4.490
O 3.172 3.024 4.036
O 1.627 1.430 4.443
H -0.768 -0.027 6.217
H 0.880 -0.059 6.773
H 0.456 -0.763 5.263
H -0.332 1.278 4.284
H 0.413 2.511 6.884
H -0.750 3.115 5.716
C -2.541 3.240 -2.011
C -2.723 4.754 -1.847
C -3.041 5.489 -3.145
O -4.248 6.209 -2.835
C -4.680 5.898 -1.628
O -5.624 6.386 -1.033
O -3.958 4.840 -1.189
H -1.566 3.041 -2.457
H -3.387 2.781 -2.522
H -2.624 2.744 -1.044
H -1.853 5.199 -1.364
H -3.166 4.757 -3.942
H -2.218 6.162 -3.387
C 5.089 1.183 1.141
C 5.119 -0.119 1.877
C 3.814 -0.308 2.600
O 3.412 -1.607 2.199
C 4.143 -2.018 1.148
O 3.886 -3.026 0.550
O 5.186 -1.160 0.966
H 6.078 1.631 1.049
H 4.479 1.929 1.650
H 4.674 1.151 0.134
H 5.851 -0.211 2.680
H 3.083 0.404 2.216
H 3.782 -0.259 3.688
C 1.257 -3.588 4.148
C 0.411 -4.565 3.287
C 1.064 -4.821 1.985
O 0.902 -6.168 1.759
C 0.522 -6.769 2.889
O 0.239 -7.940 3.071
O 0.330 -5.832 3.840
H 1.648 -2.785 3.524
H 2.141 -4.120 4.499
H 0.702 -3.361 5.059
H -0.608 -4.189 3.187
H 2.132 -4.623 2.076
H 0.570 -4.264 1.188
C 0.094 -0.565 1.852
C -0.063 -0.790 0.327
C -0.206 0.491 -0.460
O 0.699 0.272 -1.484
C 1.374 -0.852 -1.365
O 2.124 -1.277 -2.271
O 1.033 -1.425 -0.259
H 0.401 -1.463 2.388
H -0.809 -0.210 2.348
H 0.886 0.161 2.032
H -0.952 -1.351 0.038
H -0.062 1.434 0.067
H -1.207 0.614 -0.875
C -6.417 -0.205 2.828
C -5.428 -0.538 3.966
C -5.668 -1.870 4.681
O -4.386 -2.386 4.663
C -3.566 -1.707 3.853
O -2.421 -1.940 3.479
O -4.199 -0.722 3.327
H -5.931 0.488 2.141
H -7.379 0.244 3.073
H -6.573 -1.087 2.208
H -5.281 0.265 4.688
H -6.383 -2.433 4.082
H -6.072 -1.854 5.693
C 1.508 -0.637 -7.284
C 0.252 -1.045 -6.536
C 0.492 -1.096 -5.009
O -0.389 -0.113 -4.530
C -1.196 0.430 -5.526
O -1.981 1.359 -5.293
O -0.732 -0.084 -6.667
H 1.249 -0.561 -8.340
H 2.245 -1.434 -7.181
H 1.818 0.346 -6.929
H -0.021 -2.055 -6.841
H 1.523 -0.921 -4.700
H 0.219 -2.116 -4.740
C -2.414 -6.016 -3.020
C -1.529 -5.337 -2.029
C -1.572 -3.814 -2.100
O -1.687 -3.410 -0.797
C -1.901 -4.459 0.000
O -2.091 -4.437 1.227
O -1.925 -5.618 -0.719
H -3.481 -5.798 -2.961
H -2.145 -7.067 -2.909
H -2.157 -5.825 -4.062
H -0.520 -5.744 -2.094
H -2.474 -3.455 -2.595
H -0.656 -3.443 -2.560
C 2.254 3.843 0.695
C 2.139 5.202 0.098
C 3.114 5.705 -0.926
O 2.250 6.288 -1.896
C 0.996 5.890 -1.716
O 0.043 6.257 -2.400
O 0.900 5.150 -0.680
H 2.211 3.076 -0.078
H 1.399 3.637 1.340
H 3.167 3.491 1.175
H 2.059 5.887 0.941
H 3.723 4.866 -1.263
H 3.758 6.465 -0.481
C -1.775 5.005 1.628
C -1.868 3.671 2.304
O -1.003 2.873 2.158
C -3.042 3.394 3.271
H -0.789 5.425 1.426
H -2.326 5.617 2.342
H -2.413 4.956 0.746
H -3.911 3.100 2.682
H -3.234 4.210 3.968
H -2.704 2.542 3.861
C 2.637 1.795 -3.551
C 3.635 1.520 -4.713
O 3.807 2.351 -5.584
C 4.539 0.309 -4.605
H 3.005 1.399 -2.604
H 1.679 1.365 -3.843
H 2.505 2.875 -3.494
H 5.149 0.181 -5.499
H 3.884 -0.563 -4.582
H 5.226 0.379 -3.761
C 3.799 -3.731 -3.153
C 2.558 -4.444 -2.713
O 1.580 -4.371 -3.419
C 2.571 -5.208 -1.323
H 4.222 -3.171 -2.319
H 3.632 -3.176 -4.077
H 4.495 -4.507 -3.471
H 2.375 -4.371 -0.653
H 3.571 -5.610 -1.163
H 1.698 -5.854 -1.225
C -4.665 0.008 -0.825
Br -3.363 0.570 0.570
Br -3.697 -0.719 -2.403
Br -5.976 1.491 -1.350
H -5.140 -0.859 -0.367
*
```

Computed properties:
- strongest force on any atom (Eh/bohr) = 0.084
- E_tot (eV) = -320437.7804
- E_LUMO (Eh) = -0.0336
- energy above the lowest of the compared OMol25 structures with the same formula, charge and spin (kcal/mol) = 0.0
- highest occupied orbital energy (eV) = -9.3760

***

Entry 10:
Density functional theory data (ωB97M-V with the def2-TZVPD basis set) for a cluster of 2 separate species, C4BrF5O in total at a distorted geometry.

The geometry in ORCA input format:
```
! wB97M-V def2-TZVPD RIJCOSX def2/J DEFGRID3
* xyz 0 1
F -0.943 0.564 -2.264
C -0.092 -0.288 -1.788
F -0.104 -1.424 -2.513
C 0.982 0.104 -1.074
F 1.040 1.296 -0.407
Br 2.370 -1.183 -0.561
O 1.248 0.233 2.583
C 0.315 0.019 1.941
C -0.935 -0.219 1.548
F -1.456 -0.564 0.359
F -1.994 -0.439 2.356
*
```

Computed properties:
- strongest force on any atom (Eh/bohr) = 0.059
- E_tot (eV) = -89820.5277
- E_LUMO (Eh) = -0.0327
- SMILES = FC(F)=C(F)Br.O=C=C(F)F
- energy above the lowest of the compared OMol25 structures with the same formula, charge and spin (kcal/mol) = 13.8
- highest occupied orbital energy (eV) = -9.4360

***

Entry 11:
Density functional theory data (ωB97M-V with the def2-TZVPD basis set) for a cluster of 2 separate species, C3H10OS2 in total at a distorted geometry.

The geometry in ORCA input format:
```
! wB97M-V def2-TZVPD RIJCOSX def2/J DEFGRID3
* xyz 0 1
C 0.474 2.040 -1.016
C 0.814 0.905 -1.986
S 0.411 -0.816 -1.350
S -1.396 -0.794 -0.486
C -1.287 -0.530 1.265
H 0.907 1.812 -0.046
H -0.582 2.135 -0.846
H 0.854 2.957 -1.473
H 0.522 1.155 -3.013
H 1.922 0.861 -2.086
H -1.606 -1.413 1.786
H -0.302 -0.242 1.664
H -1.786 0.381 1.658
O 0.535 -2.514 1.850
H 0.485 -3.356 1.397
H 0.034 -2.581 2.685
*
```

Computed properties:
- strongest force on any atom (Eh/bohr) = 0.053
- E_tot (eV) = -26990.6432
- E_LUMO (Eh) = 0.0249
- SMILES = CCSSC.O
- energy above the lowest of the compared OMol25 structures with the same formula, charge and spin (kcal/mol) = 14.9
- highest occupied orbital energy (eV) = -8.6896